[1]
C3H3FS | ωB97M-V/def2-TZVPD

Computed properties:
**Energy above the lowest of the compared OMol25 structures with the same formula, charge and spin**: 120.1 kJ/mol
**LUMO**: -1.43 eV
**Max |F|**: 3.82 eV/A

Cartesian coordinates (Å):
C -0.13655 0.43111 -0.01730
C 0.88084 -0.46396 0.09528
C 2.26543 -0.01412 -0.14441
F 2.22938 1.69216 -0.28449
S 3.67912 -0.62716 0.29862
H -1.19490 0.41557 0.11258
H 0.27673 1.36110 -0.24499
H 0.65562 -1.50861 0.17217

These are the Mulliken partial charges, in e, on atoms 1 to 2: C -0.529; C -0.242

[2]
C14H31FIO2PSi | ωB97M-V/def2-TZVPD

Computed properties:
**SMILES string**: COCCCCCCCCCCC[Si@](I)([PH2]=O)[C@H](C)F
**LUMO**: -0.02 eV
**Max |F|**: 6.56 eV/A

Cartesian coordinates (Å):
C 2.50972 -4.65633 0.96948
O 3.01846 -3.29328 0.71603
C 3.72486 -3.21633 -0.58116
C 3.51557 -1.71089 -1.27594
C 4.62394 -0.63922 -0.68300
C 4.10091 0.02096 0.75973
C 3.46132 1.53674 0.55359
C 1.79627 1.48678 0.70218
C 1.25824 2.73486 -0.27247
C -0.31615 3.04092 0.07711
C -1.38328 2.58655 -1.08524
C -2.96012 2.61230 -0.61940
C -3.29314 1.75941 0.73990
Si -3.54270 -0.13284 0.47976
I -3.32313 -1.16557 2.77149
P -2.01996 -1.11198 -0.76253
O -2.25621 -2.69827 -0.59521
C -5.27264 -0.62047 -0.21182
C -6.51186 0.06228 0.66271
F -5.43297 -2.11335 -0.04658
H 2.68371 -4.88908 2.11472
H 1.37178 -4.80035 0.68500
H 3.12232 -5.49748 0.38487
H 4.88439 -3.41251 -0.44913
H 3.24127 -4.04192 -1.28207
H 2.39941 -1.33861 -1.08612
H 3.71486 -1.81628 -2.43929
H 4.79424 0.22512 -1.45482
H 5.67746 -1.15651 -0.49386
H 3.31448 -0.73287 1.19265
H 5.06602 0.08829 1.45356
H 3.64708 1.94676 -0.55194
H 3.94379 2.28629 1.32859
H 1.48245 1.66498 1.83977
H 1.35863 0.44067 0.36196
H 1.94548 3.65678 0.01432
H 1.46398 2.40962 -1.38192
H -0.52443 2.60206 1.14162
H -0.40646 4.22645 0.17570
H -1.11121 1.55721 -1.60821
H -1.28892 3.40179 -1.95229
H -3.20396 3.75263 -0.36340
H -3.69573 2.34621 -1.51942
H -2.53137 1.89725 1.61707
H -4.33443 2.17836 1.14645
H -2.07616 -0.78478 -2.16569
H -0.65510 -0.89370 -0.26460
H -5.41798 -0.40598 -1.36085
H -6.97166 1.00132 0.09961
H -6.19162 0.32377 1.77620
H -7.39945 -0.71778 0.74289

These are the Mulliken partial charges, in e, on atoms 1 to 2: C -0.660; O -0.267

[3]
C5H10O | ωB97M-V/def2-TZVPD

Computed properties:
**2S+1**: 2
**Energy above the lowest of the compared OMol25 structures with the same formula, charge and spin**: 218.1 kJ/mol
**LUMO (spin up / spin down)**: -4.99 / -9.17 eV
**Net charge**: +1
**Max |F|**: 4.55 eV/A
**⟨S²⟩**: 0.7556

Cartesian coordinates (Å):
C 0.93993 -2.58766 0.52653
C 0.48770 -1.46460 -0.39706
C -1.09242 2.19554 -0.20010
O -0.34937 3.48957 -0.10672
C -0.18899 1.01110 -0.21840
C -0.23213 -0.26119 0.23406
H 1.09538 -3.41938 -0.31967
H 0.03282 -2.95244 1.17549
H 1.45761 -1.97730 1.26416
H -0.20358 -1.86175 -1.06417
H 1.37231 -1.03271 -0.84440
H -1.73360 2.23676 0.56628
H -1.60463 2.43563 -1.12707
H 0.36420 3.51571 0.51610
H 0.56997 1.15123 -1.02017
H -0.91520 -0.47852 1.01514

These are the Mulliken partial charges, in e, on atoms 1 to 2: C -1.004; C -0.472

[4]
C14H16O | ωB97M-V/def2-TZVPD

Computed properties:
**SMILES string**: Cc1ccc(O)cc1.Cc1ccccc1
**Energy above the lowest of the compared OMol25 structures with the same formula, charge and spin**: 320.7 kJ/mol
**LUMO**: 0.66 eV
**Max |F|**: 5.74 eV/A

Cartesian coordinates (Å):
C 1.93157 2.49183 -2.97252
C 1.21343 -1.71428 -1.93403
C 2.19998 -1.26942 -3.03852
C 0.60765 -0.76800 -1.23139
C 2.55991 0.01921 -3.02555
C 0.72631 0.60332 -1.74820
C 1.77093 1.15087 -2.46796
O 0.99386 -3.03685 -1.83441
H 2.62113 -2.06252 -3.58651
H 0.06881 -3.32415 -1.59840
H 0.11128 -0.75773 -0.14922
H 3.56620 0.35948 -3.46381
H 0.02818 1.23207 -1.22112
H 0.91704 3.07874 -3.22645
H 2.40958 2.78319 -3.87289
H 2.42003 3.14812 -2.16716
C -2.83564 -1.11621 1.13219
C -0.98008 1.78551 2.46996
C -1.05692 1.61401 3.80475
C -1.48092 0.81294 1.59975
C -2.07283 -0.31111 2.10261
C -1.41589 0.40278 4.35475
C -1.85893 -0.57911 3.46893
H -0.58939 2.76604 1.96992
H -0.72907 2.45052 4.46574
H -1.44017 0.99561 0.53717
H -1.47715 0.23363 5.41952
H -3.88440 -0.70106 1.07150
H -3.14390 -2.15036 1.37626
H -2.33874 -1.50722 3.80695
H -2.34172 -0.98356 0.22530

These are the Mulliken partial charges, in e, on atoms 1 to 2: C -1.283; C 0.958

[5]
C23H38GeN5S5Si3Ta | ωB97M-V/def2-TZVPD

Computed properties:
**2S+1**: 2
**Energy above the lowest of the compared OMol25 structures with the same formula, charge and spin**: 28.7 kJ/mol
**LUMO (spin up / spin down)**: -10.82 / -11.46 eV
**Net charge**: +3
**Max |F|**: 1.26 eV/A
**⟨S²⟩**: 0.7984

Cartesian coordinates (Å):
Ta 0.30068 2.04086 0.81682
S -3.57372 2.21986 6.97307
C -2.64891 2.20473 5.62805
S -1.70545 0.83656 5.15027
C -1.01798 1.54214 3.77025
C -1.41374 2.84726 3.48323
S -0.79566 3.74616 2.14742
S -2.51467 3.55651 4.55987
S 0.13790 0.67835 2.81984
C 1.83253 -1.20491 0.77738
C 2.61869 -0.03783 0.31538
N 2.16728 1.24194 0.29286
C 3.23130 2.04385 -0.14365
C 4.28836 1.24725 -0.36813
N 3.88977 -0.04707 -0.07601
C 4.79909 -1.21125 -0.30674
N 4.70698 -2.18730 0.70838
N 5.34481 -1.96817 1.91093
N 5.20709 -2.99100 2.64071
C 4.48282 -3.95298 1.94396
C 4.06475 -5.22627 2.33753
C 3.32777 -5.95139 1.42975
C 3.03011 -5.43979 0.14995
C 3.44071 -4.18418 -0.25064
C 4.16657 -3.44918 0.69031
H 0.76959 -1.00843 0.63143
H 2.01709 -1.38590 1.83995
H 2.09469 -2.11601 0.24329
H 3.16096 3.11537 -0.24454
H 5.28684 1.48130 -0.69809
H 5.80105 -0.78763 -0.31900
H 4.58602 -1.66494 -1.27274
H 4.32133 -5.61614 3.31308
H 2.97984 -6.94095 1.69147
H 2.47465 -6.05864 -0.54249
H 3.24037 -3.82268 -1.25279
C -4.01877 3.45298 0.57908
Si -3.08414 3.06337 -0.96082
C -1.88739 4.39423 -1.45924
C -4.14532 2.38918 -2.30366
Ge -1.44185 1.00225 -0.54954
Si -2.89587 -0.94662 0.30175
C -3.75836 -1.42090 -1.25572
C -1.72690 -2.21501 0.95078
C -3.87099 -0.03509 1.59375
Si -0.13479 0.74159 -2.68700
C 0.84084 2.30659 -2.99292
C 0.99850 -0.72748 -2.55526
C -1.42714 0.47271 -3.98846
H -4.78048 4.19383 0.30879
H -3.39331 3.90010 1.34922
H -4.53986 2.59167 0.99231
H -2.39703 5.36334 -1.41776
H -1.53565 4.26198 -2.48286
H -1.02031 4.46544 -0.79819
H -4.88291 3.15841 -2.56104
H -4.69618 1.50512 -1.98383
H -3.59210 2.14546 -3.20834
H -3.04125 -1.74438 -2.01227
H -4.34849 -0.60157 -1.66361
H -4.43906 -2.25880 -1.07263
H -1.03159 -2.55717 0.18236
H -2.31195 -3.08596 1.26697
H -1.16195 -1.86969 1.81810
H -4.81196 0.33250 1.18093
H -3.30978 0.81346 1.98823
H -4.11795 -0.70205 2.42544
H 1.27513 2.75799 -2.09482
H 0.22623 3.06291 -3.48323
H 1.66967 2.08632 -3.67271
H 1.92798 -0.46863 -2.04651
H 1.25614 -1.03773 -3.57246
H 0.54436 -1.58418 -2.05366
H -1.88356 1.41241 -4.30060
H -2.21861 -0.21297 -3.68468
H -0.93285 0.04493 -4.86625

These are the Mulliken partial charges, in e, on atoms 1 to 2: Ta -0.639; S 0.116

[6]
C2H3BrClN | ωB97M-V/def2-TZVPD

Computed properties:
**2S+1**: 3
**Energy above the lowest of the compared OMol25 structures with the same formula, charge and spin**: 0.0 kJ/mol
**LUMO (spin up / spin down)**: 0.73 / -1.29 eV
**Max |F|**: 5.09 eV/A
**⟨S²⟩**: 2.0093

Cartesian coordinates (Å):
C -0.64064 -0.01913 0.32601
C 0.85789 0.27358 0.42404
N -0.90337 0.05229 -0.99525
Cl 1.36171 1.82578 -0.01871
Br 1.99035 -1.07174 0.10710
H -0.95048 -0.98566 0.82498
H -1.02898 0.83554 0.70745
H -0.68648 -0.91066 -1.37563

These are the Mulliken partial charges, in e, on atoms 1 to 2: C -0.358; C 0.088